(1)
{
  "formula": "CH29O14",
  "method": "ωB97M-V/def2-TZVPD",
  "symbols": ["C", "O", "H", "H", "H", "O", "H", "H", "O", "H", "H", "O", "H", "H", "O", "H", "H", "O", "H", "H", "O", "H", "H", "O", "H", "H", "O", "H", "H", "O", "H", "H", "O", "H", "H", "O", "H", "H", "O", "H", "H", "O", "H", "H"],
  "positions_angstrom": [[0.241, 0.059, 0.103], [1.380, -0.521, 0.525], [-0.579, -0.711, -0.208], [0.249, 0.602, -0.939], [-0.161, 0.533, 0.808], [-1.886, 2.078, 2.296], [-1.670, 1.241, 2.688], [-2.343, 2.650, 2.945], [2.554, 1.940, 0.555], [2.223, 1.113, 0.445], [1.723, 2.486, 0.706], [-0.243, 2.002, -3.339], [0.369, 1.204, -3.572], [-0.669, 2.376, -4.044], [-2.721, -2.329, -0.330], [-2.120, -2.608, 0.417], [-2.562, -2.900, -0.935], [-2.795, -0.115, -2.432], [-2.843, -0.631, -1.611], [-2.391, 0.568, -2.061], [-1.694, 1.640, -0.890], [-1.593, 1.551, -0.004], [-0.969, 1.467, -1.406], [-1.688, -0.033, 2.835], [-1.125, -0.028, 2.088], [-2.060, -0.781, 2.719], [1.978, -1.568, 2.993], [1.956, -0.906, 2.297], [1.072, -1.902, 3.104], [3.995, -0.430, 0.696], [3.996, 0.517, 0.739], [2.966, -0.700, 0.750], [1.046, -3.441, 0.673], [1.163, -2.511, 0.587], [1.599, -3.620, 1.405], [-0.595, -1.432, -3.493], [-0.231, -0.745, -3.832], [-1.338, -1.003, -2.989], [1.892, -1.495, -2.004], [0.999, -1.780, -2.350], [1.568, -0.800, -1.395], [0.703, 2.838, 1.892], [0.795, 3.664, 1.838], [-0.190, 2.465, 1.721]],
  "homo_energy_ev": -5.4573,
  "orbital_gap_ev": 7.78,
  "charge": -1,
  "de_lowest_ev": 6.476
}


(2)
{
  "formula": "CH2AgFO2",
  "method": "ωB97M-V/def2-TZVPD",
  "symbols": ["H", "F", "O", "C", "H", "O", "Ag"],
  "positions_angstrom": [[-0.372, -1.683, 0.071], [-2.310, 0.129, 0.710], [-0.828, -0.696, -0.632], [-1.931, -0.105, -0.446], [-2.476, 0.276, -1.321], [0.169, -0.563, 0.337], [2.846, 0.503, -0.101]],
  "homo_energy_ev": -22.1143,
  "orbital_gap_ev": 10.55,
  "charge": 2,
  "de_lowest_ev": 0.012
}


(3)
{
  "formula": "CH2Br2O2",
  "method": "ωB97M-V/def2-TZVPD",
  "symbols": ["C", "O", "O", "Br", "Br", "H", "H"],
  "positions_angstrom": [[0.147, -0.136, 0.091], [0.074, -0.428, -1.214], [-0.985, 0.161, 0.731], [0.906, -1.739, 1.080], [1.509, 1.329, 0.272], [-0.701, -0.324, -1.754], [-0.950, 1.136, 0.794]],
  "homo_energy_ev": -10.1265,
  "orbital_gap_ev": 10.28,
  "charge": 0,
  "de_lowest_ev": 0.681
}


(4)
{
  "formula": "CH2BrCl2P",
  "method": "ωB97M-V/def2-TZVPD",
  "symbols": ["C", "P", "Cl", "Cl", "Br", "H", "H"],
  "positions_angstrom": [[-0.694, 0.305, -0.049], [0.897, -0.549, -0.610], [2.068, 1.131, -0.246], [1.262, -1.628, 1.070], [-2.097, -1.091, -0.018], [-0.383, 0.966, 0.757], [-1.053, 0.865, -0.904]],
  "spin_multiplicity": 3,
  "homo_energy_ev": [-5.5115, -10.5699],
  "orbital_gap_ev": [5.67, 6.79],
  "charge": 0,
  "de_lowest_ev": 0.000
}


(5)
{
  "formula": "CH2BrClFNO2S",
  "method": "ωB97M-V/def2-TZVPD",
  "symbols": ["C", "N", "O", "O", "F", "S", "Cl", "Br", "H", "H"],
  "positions_angstrom": [[-1.103, 0.163, 0.991], [0.293, -0.116, -1.426], [1.567, 0.253, 0.766], [0.241, 2.021, -0.173], [-2.270, 0.744, 0.671], [0.430, 0.597, 0.014], [-0.795, -0.168, 2.642], [0.407, -3.108, 0.145], [0.529, 0.669, -1.994], [0.700, -1.057, -1.636]],
  "homo_energy_ev": [-11.4445, -9.1446],
  "orbital_gap_ev": [10.28, 5.06],
  "charge": 0,
  "de_lowest_ev": 3.282
}


(6)
{
  "formula": "CH2BrClO",
  "method": "ωB97M-V/def2-TZVPD",
  "symbols": ["C", "O", "Cl", "Br", "H", "H"],
  "positions_angstrom": [[-0.889, 0.199, 0.213], [1.202, -1.202, 0.161], [-0.113, 1.317, -0.786], [2.290, -0.052, -0.655], [-1.534, -0.525, -0.209], [-0.956, 0.264, 1.276]],
  "homo_energy_ev": [-8.9502, -8.9515],
  "orbital_gap_ev": [7.28, 7.28],
  "charge": 0,
  "de_lowest_ev": 4.613
}


(7)
{
  "formula": "CH2BrFO",
  "method": "ωB97M-V/def2-TZVPD",
  "symbols": ["C", "O", "F", "Br", "H", "H"],
  "positions_angstrom": [[0.397, -0.029, -0.391], [-0.917, 0.165, -0.342], [0.832, -1.263, -0.613], [-1.961, 0.352, 2.068], [0.710, 0.521, -1.265], [0.939, 0.254, 0.543]],
  "homo_energy_ev": [-11.0253, -10.9601],
  "orbital_gap_ev": [6.69, 6.63],
  "charge": 0,
  "de_lowest_ev": 4.059
}


(8)
{
  "formula": "CH2BrI3Si",
  "method": "ωB97M-V/def2-TZVPD",
  "symbols": ["C", "Si", "Br", "I", "I", "I", "H", "H"],
  "positions_angstrom": [[2.705, -0.003, 0.322], [-1.758, 0.020, -0.133], [1.027, 0.470, 0.971], [-2.519, -2.425, -0.223], [-3.388, 1.156, 1.375], [-2.218, 0.998, -2.457], [2.835, -0.968, 0.381], [3.315, 0.753, -0.235]],
  "homo_energy_ev": [-8.1987, -9.1209],
  "orbital_gap_ev": [7.20, 6.53],
  "charge": 0,
  "de_lowest_ev": 3.493
}


- Which formula does entry 8 have?
  CH2BrI3Si